(i)
{"formula": "C3H4N2O3", "method": "ωB97M-V/def2-TZVPD", "homo_energy_ev": -10.14, "mol_weight_g_mol": 116.08, "smiles": "O=CN(C=O)/C=N/O", "elements": ["O", "C", "N", "C", "O", "C", "N", "O", "H", "H", "H", "H"], "xyz": [[-1.986, 1.386, 0.536], [-0.880, 1.005, 0.687], [-0.478, 0.050, -0.152], [-1.199, -0.263, -1.283], [-0.802, -0.831, -2.268], [0.859, -0.344, -0.037], [1.242, -0.401, 1.230], [2.771, -0.574, 1.074], [-0.155, 1.260, 1.507], [-2.307, 0.072, -1.105], [1.590, -0.695, -0.987], [2.979, -0.421, 2.106]], "lowdin_charge": [0.0826, -0.3127, -0.0377, -0.2576, 0.0792, -0.1151, 0.0407, -0.1654, 0.1519, 0.1749, 0.2173, 0.1420]}

---

(ii)
{"formula": "C3H4N2O3", "method": "ωB97M-V/def2-TZVPD", "homo_energy_ev": -10.25, "mol_weight_g_mol": 116.08, "smiles": "COn1ocnc1=O", "elements": ["C", "O", "N", "O", "C", "N", "C", "O", "H", "H", "H", "H"], "xyz": [[-1.228, -1.426, -0.896], [-1.317, -0.022, -1.136], [-0.368, 0.604, -0.327], [-0.835, 0.661, 0.987], [0.305, 0.735, 1.699], [1.347, 0.321, 1.122], [1.003, 0.126, -0.231], [1.709, -0.475, -1.006], [-1.505, -1.663, 0.188], [-2.043, -1.893, -1.507], [-0.244, -1.866, -1.155], [0.006, 1.029, 2.725]], "lowdin_charge": [-0.0758, -0.0699, -0.0376, 0.0324, -0.1571, 0.1838, -0.4522, 0.1118, 0.1112, 0.1062, 0.0889, 0.1583]}

---

Quick one: least stable of them? (ii)

---

(i)
{"formula": "C7H16N2", "method": "ωB97M-V/def2-TZVPD", "homo_energy_ev": -7.80, "mol_weight_g_mol": 128.22, "smiles": "[H]/N=C/NC.C=CC(C)C", "elements": ["H", "N", "C", "N", "C", "H", "H", "H", "H", "H", "C", "C", "C", "C", "C", "H", "H", "H", "H", "H", "H", "H", "H", "H", "H"], "xyz": [[0.482, -0.683, -2.636], [0.690, -0.899, -1.665], [1.037, 0.177, -0.985], [1.662, -0.026, 0.247], [2.788, -0.947, 0.293], [1.289, 1.101, -1.513], [1.845, 0.846, 0.727], [3.050, -1.141, 1.332], [3.667, -0.559, -0.237], [2.495, -1.888, -0.167], [-0.397, 2.266, 0.282], [-0.811, 1.196, -0.431], [-1.731, 0.040, 0.217], [-1.378, -0.185, 1.682], [-1.746, -1.219, -0.577], [-0.266, 3.236, -0.175], [-0.126, 2.200, 1.325], [-1.110, 1.383, -1.460], [-2.718, 0.512, 0.145], [-2.059, -0.916, 2.117], [-0.359, -0.561, 1.772], [-1.461, 0.739, 2.255], [-0.575, -1.341, -1.098], [-2.404, -1.193, -1.442], [-1.863, -2.138, -0.006]], "lowdin_charge": [0.0777, 0.0512, -0.3539, -0.0673, -0.0998, 0.1327, 0.1087, 0.0761, 0.0771, 0.0732, -0.0163, -0.2011, -0.4015, -0.0893, -0.1192, 0.0573, 0.0526, 0.1106, 0.1305, 0.0757, 0.0680, 0.0647, 0.0661, 0.0612, 0.0649]}

---

(ii)
{"formula": "C7H16N2", "method": "ωB97M-V/def2-TZVPD", "homo_energy_ev": -8.12, "mol_weight_g_mol": 128.22, "smiles": "C[C@@H]1C[C@H](C)NN[C@@H]1C", "elements": ["C", "C", "C", "C", "C", "N", "N", "C", "C", "H", "H", "H", "H", "H", "H", "H", "H", "H", "H", "H", "H", "H", "H", "H", "H"], "xyz": [[-1.599, 0.864, -0.274], [-0.991, -0.531, -0.249], [-0.550, -0.961, 1.146], [0.793, -0.303, 1.480], [0.675, 0.924, 2.362], [1.744, 0.049, 0.222], [1.511, -0.758, -0.885], [0.174, -0.770, -1.433], [0.092, 0.223, -2.589], [-0.854, 1.641, -0.135], [-2.110, 1.044, -1.215], [-2.347, 0.955, 0.512], [-1.768, -1.231, -0.574], [-1.302, -0.692, 1.890], [-0.446, -2.051, 1.161], [1.435, -1.038, 1.977], [-0.004, 1.663, 1.939], [1.648, 1.398, 2.486], [0.310, 0.644, 3.352], [1.517, 1.003, -0.047], [1.853, -1.689, -0.676], [-0.025, -1.778, -1.816], [0.247, 1.239, -2.235], [0.871, 0.003, -3.317], [-0.874, 0.152, -3.083]], "lowdin_charge": [-0.0878, -0.2927, -0.1469, -0.3257, -0.0757, -0.0236, -0.0978, -0.3202, -0.0760, 0.0646, 0.0704, 0.0800, 0.1211, 0.1126, 0.1108, 0.1191, 0.0639, 0.0761, 0.0802, 0.0887, 0.1133, 0.1286, 0.0681, 0.0749, 0.0741]}

---

(iii)
{"formula": "C7H16N2", "method": "ωB97M-V/def2-TZVPD", "homo_energy_ev": -8.10, "mol_weight_g_mol": 128.22, "smiles": "[H]/N=C/CC.CC(C)=CN", "elements": ["H", "N", "C", "C", "C", "H", "H", "H", "H", "H", "H", "C", "C", "C", "C", "N", "H", "H", "H", "H", "H", "H", "H", "H", "H"], "xyz": [[-0.590, 2.693, 0.879], [-1.392, 2.069, 0.816], [-1.088, 0.841, 0.975], [-2.285, -0.210, 0.734], [-2.237, -0.912, -0.613], [-0.542, 0.427, 1.833], [-2.383, -0.919, 1.558], [-3.169, 0.429, 0.748], [-2.028, -0.198, -1.409], [-3.199, -1.383, -0.815], [-1.554, -1.760, -0.610], [1.364, -1.394, -0.829], [1.496, -0.175, 0.028], [2.476, -0.281, 1.154], [0.988, 1.059, -0.316], [0.452, 1.397, -1.575], [2.212, -1.491, -1.512], [1.315, -2.284, -0.201], [0.466, -1.347, -1.444], [3.487, -0.443, 0.770], [2.503, 0.634, 1.746], [2.232, -1.113, 1.815], [1.504, 1.921, 0.102], [0.448, 0.641, -2.246], [-0.476, 1.797, -1.589]], "lowdin_charge": [0.0438, 0.0724, -0.2748, -0.2095, -0.1249, 0.1086, 0.0963, 0.0915, 0.0647, 0.0670, 0.0547, -0.0665, -0.3472, -0.0770, -0.2497, 0.0475, 0.0901, 0.0802, 0.0497, 0.0838, 0.0755, 0.0761, 0.1179, 0.0671, 0.0627]}

---

(iv)
{"formula": "C7H16N2", "method": "ωB97M-V/def2-TZVPD", "homo_energy_ev": -8.40, "mol_weight_g_mol": 128.22, "smiles": "CC/C(C)=N/NC(C)C", "elements": ["C", "C", "C", "C", "N", "N", "C", "C", "C", "H", "H", "H", "H", "H", "H", "H", "H", "H", "H", "H", "H", "H", "H", "H", "H"], "xyz": [[1.675, -0.941, 2.671], [1.902, -0.979, 1.212], [0.730, -0.988, 0.348], [-0.075, -2.348, 0.494], [0.381, -0.021, -0.311], [-0.705, -0.062, -1.161], [-1.346, 1.222, -1.325], [-0.635, 1.983, -2.283], [-1.620, 2.078, -0.011], [0.531, -0.481, 2.946], [2.542, -0.639, 3.255], [1.436, -1.955, 3.151], [2.605, -1.834, 0.929], [2.515, -0.164, 0.942], [-0.884, -1.963, 1.247], [-0.697, -2.663, -0.407], [0.560, -3.158, 0.775], [-1.427, -0.987, -1.016], [-2.459, 1.064, -1.726], [-0.923, 3.141, -2.073], [-0.728, 1.538, -3.371], [0.558, 1.786, -1.970], [-2.101, 2.921, -0.219], [-0.700, 2.255, 0.620], [-2.356, 1.548, 0.576]], "lowdin_charge": [-0.1317, -0.2826, -0.4034, -0.0278, 0.0541, -0.0640, -0.5471, -0.1450, -0.0668, 0.1474, 0.0606, 0.0763, 0.1402, 0.0910, 0.1130, 0.0656, 0.0523, 0.1841, 0.1661, 0.1212, 0.1057, 0.1320, 0.0030, 0.0945, 0.0613]}

---

Quick one: least stable of them? (iv)

---

(i)
{"formula": "C7H16N2", "method": "ωB97M-V/def2-TZVPD", "homo_energy_ev": -7.78, "mol_weight_g_mol": 128.22, "elements": ["C", "C", "C", "C", "C", "H", "H", "H", "H", "H", "H", "H", "H", "H", "H", "C", "N", "C", "N", "H", "H", "H", "H", "H", "H"], "xyz": [[0.177, -1.419, 1.884], [1.308, -1.490, -0.373], [-2.252, -0.317, 0.422], [0.131, -1.257, 0.386], [-0.925, -0.595, -0.234], [-0.987, -0.737, -1.310], [1.195, -1.606, 2.237], [-0.440, -2.268, 2.188], [-0.203, -0.545, 2.418], [1.177, -1.739, -1.425], [1.608, -0.202, -0.681], [2.103, -2.062, 0.095], [-2.912, -1.188, 0.363], [-2.159, -0.054, 1.477], [-2.766, 0.510, -0.075], [0.311, 1.913, 0.803], [0.995, 0.685, -2.609], [0.106, 1.318, -0.561], [1.214, 1.007, -1.239], [1.802, 1.004, -3.129], [0.168, 1.151, -2.973], [-0.756, 1.681, -1.119], [1.134, 1.415, 1.316], [0.555, 2.975, 0.721], [-0.584, 1.819, 1.416]], "lowdin_charge": [-0.0540, -0.0720, -0.0966, -0.3666, -0.2117, 0.1085, 0.0779, 0.0854, 0.0659, 0.0702, 0.1119, 0.0721, 0.0779, 0.0618, 0.0710, -0.0635, 0.0017, -0.2869, -0.1462, 0.0747, 0.0711, 0.1211, 0.0815, 0.0781, 0.0667]}

---

(ii)
{"formula": "C7H16N2", "method": "ωB97M-V/def2-TZVPD", "homo_energy_ev": -8.36, "mol_weight_g_mol": 128.22, "elements": ["C", "C", "C", "C", "H", "H", "H", "H", "H", "H", "H", "H", "H", "H", "C", "C", "C", "N", "N", "H", "H", "H", "H", "H", "H"], "xyz": [[0.805, -0.267, -0.869], [2.078, 0.452, -0.477], [1.000, -1.766, -0.993], [0.123, 0.350, -2.078], [-0.252, -0.313, -0.066], [2.497, 0.058, 0.451], [1.687, -1.988, -1.817], [-0.857, -0.104, -2.236], [1.931, 1.530, -0.381], [2.828, 0.319, -1.266], [0.048, -2.270, -1.173], [1.431, -2.186, -0.079], [-0.043, 1.419, -1.927], [0.749, 0.220, -2.968], [-0.527, 1.731, 1.289], [-0.439, 0.239, 1.269], [-2.951, -0.469, 1.308], [-1.947, -0.535, 0.546], [0.097, -0.427, 2.208], [0.061, -1.432, 2.041], [0.394, 2.190, 1.656], [-0.725, 2.106, 0.286], [-1.318, 2.061, 1.963], [-3.874, -1.013, 1.055], [-2.797, 0.094, 2.256]], "lowdin_charge": [-0.4956, -0.0745, -0.0847, -0.0856, 0.0935, 0.0802, 0.0844, 0.0779, 0.0738, 0.0890, 0.0804, 0.0765, 0.0704, 0.0838, -0.0525, -0.4653, -0.1163, 0.0215, 0.1105, 0.0551, 0.0857, 0.0734, 0.0787, 0.0658, 0.0738]}

---

Quick one: least stable of them? (ii)

---

(i)
{"formula": "C5H4O2", "method": "ωB97M-V/def2-TZVPD", "homo_energy_ev": -9.18, "mol_weight_g_mol": 96.08, "smiles": "O=c1cccco1", "elements": ["O", "C", "C", "C", "C", "C", "O", "H", "H", "H", "H"], "xyz": [[0.378, -1.133, -2.398], [0.121, -0.438, -1.456], [-1.035, -0.564, -0.585], [-0.846, -0.323, 0.728], [0.315, 0.410, 1.167], [1.154, 0.876, 0.224], [1.047, 0.535, -1.075], [-1.915, -1.052, -0.987], [-1.555, -0.713, 1.451], [0.479, 0.642, 2.212], [1.992, 1.544, 0.397]], "lowdin_charge": [0.1291, -0.4536, 0.0067, -0.0578, -0.0670, -0.1022, 0.0738, 0.1206, 0.1130, 0.1058, 0.1317]}

---

(ii)
{"formula": "C5H4O2", "method": "ωB97M-V/def2-TZVPD", "homo_energy_ev": -8.94, "mol_weight_g_mol": 96.08, "elements": ["O", "C", "O", "C", "C", "C", "C", "H", "H", "H", "H"], "xyz": [[1.781, -2.277, -0.749], [2.188, -1.306, -1.175], [0.421, -0.308, 1.022], [-0.868, -0.624, 0.746], [-1.420, 0.299, -0.079], [-0.387, 1.257, -0.345], [0.700, 0.835, 0.346], [-1.241, -1.526, 1.209], [-2.435, 0.306, -0.452], [-0.449, 2.140, -0.966], [1.709, 1.205, 0.443]], "lowdin_charge": [0.0335, 0.0253, -0.0516, -0.1348, -0.0718, -0.0736, -0.1764, 0.1231, 0.1021, 0.1034, 0.1208]}

---

Quick one: least stable of them? (ii)